No. 1
{
  "formula": "C2H2ClFO2",
  "method": "wB97M-V/def2-TZVPD",
  "elements": ["C", "O", "H", "F", "O", "Cl", "C", "H"],
  "coordinates": [[-0.538, -0.063, 0.532], [0.843, 0.011, -1.404], [-0.053, -0.026, -1.786], [-1.478, -0.333, -0.441], [1.794, -0.319, 0.639], [-0.725, 1.600, 1.159], [0.837, -0.117, -0.081], [-0.680, -0.753, 1.381]],
  "forces_ev_per_angstrom": [[-0.61, 0.22, 0.63], [0.61, 0.00, -0.22], [0.23, 0.12, 0.39], [-0.12, 0.18, 0.34], [-1.02, 0.56, -1.53], [-0.27, -0.28, -0.17], [0.97, -1.09, 1.14], [0.20, 0.29, -0.58]],
  "largest_force_ha_per_bohr": 0.0374,
  "homo_ev": -11.09,
  "smiles": "O=C(O)[C@H](F)Cl",
  "energy_ha": -787.9525,
  "charge": 0,
  "gap_ev": 11.66
}



No. 2
{
  "formula": "C2H2ClIO2",
  "method": "wB97M-V/def2-TZVPD",
  "elements": ["C", "C", "H", "H", "Cl", "O", "I", "O"],
  "coordinates": [[1.180, 0.846, -0.078], [-0.651, -1.860, 0.336], [1.637, 0.883, 0.870], [1.916, 1.026, -0.866], [-2.396, 0.492, -0.802], [-0.151, -1.339, 1.232], [-0.416, 2.181, -0.048], [-1.119, -2.230, -0.643]],
  "forces_ev_per_angstrom": [[-0.30, 2.16, -0.77], [0.02, 0.97, -0.71], [0.13, -0.69, 1.27], [-0.67, -0.34, -0.32], [0.08, 0.35, 0.10], [0.44, -0.05, 1.44], [0.75, -1.10, -0.32], [-0.44, -1.29, -0.68]],
  "largest_force_ha_per_bohr": 0.0449,
  "homo_ev": [-9.24, -9.95],
  "energy_ha": -985.6859,
  "charge": 0,
  "gap_ev": [7.56, 7.72]
}



No. 3
{
  "formula": "C2H2ClN3S",
  "method": "wB97M-V/def2-TZVPD",
  "elements": ["H", "Cl", "N", "C", "C", "N", "S", "H", "N"],
  "coordinates": [[1.523, -1.618, -1.510], [-3.449, -0.978, 2.042], [0.067, -0.811, -0.030], [0.991, -0.830, -1.023], [-0.087, 0.455, 0.207], [1.451, 0.406, -1.309], [-1.848, -0.091, 2.676], [0.730, 2.208, -0.526], [0.623, 1.258, -0.528]],
  "forces_ev_per_angstrom": [[-0.33, -0.74, 0.09], [-0.60, -0.38, -0.47], [-0.35, -0.25, -0.13], [1.16, 3.58, 0.42], [-2.35, -2.15, 2.34], [-1.08, 0.04, -0.27], [1.78, 1.14, -1.02], [0.36, 2.55, 0.00], [1.41, -3.79, -0.95]],
  "largest_force_ha_per_bohr": 0.0807,
  "homo_ev": [-9.12, -9.03],
  "energy_ha": -1099.8723,
  "charge": 0,
  "gap_ev": [5.84, 5.76]
}



No. 4
{
  "formula": "C2H2ClNO2S2",
  "method": "wB97M-V/def2-TZVPD",
  "elements": ["N", "H", "S", "H", "Cl", "S", "O", "O", "C", "C"],
  "coordinates": [[1.359, -0.637, 0.362], [-2.090, -1.426, 0.271], [0.143, -1.704, 0.966], [-1.499, 1.119, -0.849], [2.171, -1.210, -1.100], [0.555, 0.987, 0.061], [1.029, 1.677, -1.097], [0.682, 1.721, 1.280], [-1.094, 0.353, -0.201], [-1.255, -0.880, 0.308]],
  "forces_ev_per_angstrom": [[-0.28, 0.94, -0.27], [-3.29, -1.92, -0.04], [0.51, 0.56, -0.28], [-1.30, -0.62, 0.13], [-0.52, 0.10, 0.43], [0.53, -0.08, 0.54], [0.04, -0.97, -0.41], [-0.31, -0.77, 0.40], [1.81, -0.35, 0.49], [2.81, 3.11, -0.97]],
  "largest_force_ha_per_bohr": 0.0836,
  "homo_ev": -9.86,
  "smiles": "O=S1(=O)C=CSN1Cl",
  "energy_ha": -1539.0919,
  "charge": 0,
  "gap_ev": 9.28
}



No. 5
{
  "formula": "C2H2ClNS2",
  "method": "wB97M-V/def2-TZVPD",
  "elements": ["N", "C", "C", "S", "S", "H", "H", "Cl"],
  "coordinates": [[0.359, -0.415, 1.755], [-0.489, 1.063, -0.103], [-0.543, -0.186, -0.609], [0.142, -1.418, 0.392], [0.195, 1.170, 1.463], [-0.951, -0.474, -1.558], [-0.807, 1.958, -0.602], [2.092, -1.697, -0.737]],
  "forces_ev_per_angstrom": [[0.88, -0.10, 0.44], [-0.32, -1.01, -1.33], [0.09, 1.06, 0.15], [-2.51, 0.51, 1.50], [0.09, -0.49, 0.78], [-0.01, 0.07, -0.31], [-0.17, 0.15, -0.19], [1.95, -0.18, -1.04]],
  "largest_force_ha_per_bohr": 0.0578,
  "homo_ev": [-6.58, -10.35],
  "spin_multiplicity": 3,
  "energy_ha": -1388.5940,
  "charge": 0,
  "gap_ev": [7.07, 7.69]
}



No. 6
{
  "formula": "C2H2ClP",
  "method": "wB97M-V/def2-TZVPD",
  "elements": ["P", "Cl", "H", "C", "H", "C"],
  "coordinates": [[-0.360, -1.720, -0.008], [-1.409, 1.315, -0.076], [1.438, 0.384, -1.664], [-0.308, 0.099, 0.507], [-0.029, 0.402, 1.618], [0.667, -0.481, -0.378]],
  "forces_ev_per_angstrom": [[0.38, 0.33, -0.22], [-0.57, 0.21, -0.41], [-1.73, -2.47, 3.47], [1.36, 0.55, 3.10], [-0.50, -0.82, -2.39], [1.06, 2.19, -3.54]],
  "largest_force_ha_per_bohr": 0.0893,
  "homo_ev": -9.31,
  "energy_ha": -878.7656,
  "charge": 0,
  "gap_ev": 8.53
}